a:
The following is a quantum chemistry calculation of 5 unconnected molecules or ions with the total composition C11H9B2Br2NO19, from the OMol25 dataset.

Positions of all 44 atoms, in Å:
O1 2.8512 3.9331 -3.0011
B1 -1.3255 -2.8438 1.6176
C1 3.7891 2.5400 -1.3819
Br1 -1.1767 1.0496 1.0331
O2 1.4390 2.0545 -3.6820
C2 4.0124 3.6711 -2.4231
C3 0.0635 -1.7845 -2.4597
O3 -4.1103 -2.3001 -0.3826
H1 1.2061 0.5801 0.2750
H2 1.6731 -2.1823 -2.4420
Br2 -4.4366 0.6844 2.0591
C4 -1.8268 1.7438 2.7101
O4 -1.4530 -3.0679 3.0792
O5 -0.1857 -2.4782 4.8748
H3 1.9779 -0.5611 -0.6527
H4 -2.5442 -0.2194 3.4836
H5 2.8635 0.5583 0.1762
O6 0.6335 3.5459 -2.0506
B2 1.8559 2.8946 -2.5574
O7 -0.0393 -2.1298 1.4649
O8 0.1860 -2.3697 -3.5572
O9 4.6051 1.9707 -0.7022
O10 1.6440 -1.5572 2.8326
H6 -1.0010 1.8629 3.4103
C5 -3.1438 -2.7095 0.1812
C6 -0.4146 -2.5336 3.7007
O11 1.2544 -1.6868 -1.6852
O12 -1.3722 -4.0954 0.8202
O13 -2.3971 -2.0078 1.0231
O14 2.5526 2.1367 -1.5293
H7 -2.2836 2.7267 2.6145
O15 -2.6239 -4.8423 -0.8951
C7 -0.4363 2.8937 -2.5642
C8 0.5527 -2.0483 2.6107
C9 -2.8894 0.7877 3.2681
H8 -3.3345 1.1992 4.1727
O16 -1.5519 3.0549 -2.1904
C10 0.1186 1.9449 -3.6609
O17 -0.5229 1.3016 -4.4309
H9 2.1218 -0.5961 1.0949
O18 -0.9944 -1.3344 -1.9784
C11 -2.4030 -4.0449 -0.0408
N1 2.0271 -0.0284 0.2393
O19 5.0391 4.2871 -2.4744

Net charge = -2
HOMO = -0.111 hartree

Here are the natural (NBO) charges for atoms 1 to 4, given in e:
1. O -0.6334
2. B 1.1687
3. C 0.6860
4. Br 0.0547

=====

b:
The following is a quantum chemistry calculation of 5 unconnected molecules or ions with the total composition C11H9B2Br2NO19, from the OMol25 dataset.

Positions of all 44 atoms, in Å:
O1 1.1328 4.2517 3.6238
H1 -3.3433 2.8283 1.0296
C1 -3.0590 -2.2068 0.4755
O2 -3.2470 -2.2430 -0.8211
O3 -1.2243 -0.9426 -4.6465
H2 3.2747 -2.5262 -3.7844
Br1 1.6343 -1.0426 -2.4220
H3 -0.6835 0.7506 0.4307
C2 -1.5174 -1.6157 -3.6992
O4 0.6970 1.4800 5.5943
B1 -1.9424 -2.2718 -1.5354
H4 2.1970 -4.8067 -3.0858
O5 -1.7064 -1.1310 -2.4672
C3 0.6138 3.7393 4.7399
Br2 3.5297 -4.0197 -1.1340
H5 1.6489 -2.6955 -4.2146
C4 2.1387 -3.9041 -2.4782
H6 -0.2153 0.2421 -1.2165
H7 0.0022 1.8050 -0.6040
C5 -1.5391 -2.2746 0.7467
C6 2.2953 -2.6766 -3.3357
O6 1.2005 2.9554 1.5885
O7 4.3311 3.8383 0.5322
O8 -1.0218 -2.3374 1.8170
O9 3.2939 3.5525 2.5294
O10 -3.9223 -2.1403 1.3053
O11 -1.2826 -3.9668 -4.4435
O12 -1.5445 0.7630 1.9557
O13 1.8702 2.9371 -0.5827
C7 2.0410 3.1299 0.5910
N1 -0.5821 0.9592 -0.5955
C8 3.3748 3.6032 1.2214
B2 1.8796 3.1911 2.8893
O14 -1.8134 -3.4504 -2.3614
H8 1.1425 -3.9376 -2.0402
C9 -1.5846 -3.1497 -3.6142
C10 -2.5102 1.5742 1.8389
H9 -1.4790 1.3883 -0.8382
O15 -2.6542 2.2344 0.6522
C11 1.0547 2.2778 4.7644
O16 1.8524 2.0028 3.7568
O17 -3.2969 1.8439 2.7700
O18 -0.9358 -2.3164 -0.4416
O19 -0.0998 4.3073 5.5091

Net charge = -2
HOMO = -0.134 hartree

Here are the natural (NBO) charges for atoms 1 to 4, given in e:
1. O -0.6679
2. H 0.5028
3. C 0.6755
4. O -0.6645

=====

Which structure is the most stable? The one labeled b.

=====

a:
The following is a quantum chemistry calculation of 2 unconnected molecules or ions with the total composition C8H10NO2S, from the OMol25 dataset.

Positions of all 22 atoms, in Å:
H1 -1.5077 1.2032 -2.9078
C1 1.6002 -1.0755 0.6530
N1 2.0508 -2.3025 0.6544
C2 0.7525 -0.5033 -0.3731
C3 0.0709 1.6443 2.0745
H2 2.5946 -2.5491 1.4477
C4 0.3846 0.8247 -0.0994
H3 1.8416 -2.9577 -0.1590
H4 -2.7720 -0.4582 1.9370
S1 -2.8147 -0.0153 0.7943
C5 0.3702 -1.2097 -1.5298
O1 0.4849 2.4676 2.8910
H5 1.5495 -0.5582 1.6420
C6 -0.4587 -0.5311 -2.3310
C7 -0.8723 0.8126 -2.0820
C8 -0.4494 1.4416 -0.9793
H6 -0.8044 2.3708 -0.6869
O2 0.8264 1.5594 0.9753
H7 -0.7041 -0.9184 -3.2849
H8 1.2263 3.1266 2.6023
H9 0.7996 -2.1607 -1.8414
H10 -4.1685 -0.2111 0.6031

Net charge = +1
HOMO = -0.448 hartree

Here are the natural (NBO) charges for atoms 1 to 4, given in e:
1. H 0.2527
2. C 0.2808
3. N -0.6441
4. C -0.2232

=====

b:
The following is a quantum chemistry calculation of a molecular structure, C8H10NO2S, from the OMol25 dataset.

Positions of all 22 atoms, in Å:
C1 -3.4977 -0.4484 -0.6759
O1 -1.5096 1.2692 -1.2137
C2 1.4640 -0.4429 -0.1940
H1 3.3045 2.1468 -1.1551
H2 -4.2143 0.3262 -0.4359
H3 0.9566 1.3160 -1.3426
H4 4.4816 -1.1030 1.0091
H5 -3.6614 -1.3370 -0.0799
C3 -1.9395 0.8262 1.3759
H6 -3.5448 -0.6831 -1.7350
H7 -2.4446 1.7869 1.3419
H8 -0.9330 0.9586 1.7606
C4 -0.3784 -1.2077 -0.3339
H9 -2.4854 0.1145 1.9832
N1 3.9494 0.5453 -0.0635
H10 2.2018 -2.1232 0.9500
C5 3.6704 -0.5988 0.5049
C6 3.0194 1.2105 -0.6996
C7 1.6977 0.7503 -0.8065
C8 2.3896 -1.1779 0.4757
S1 -1.8261 0.1895 -0.3231
O2 -0.7003 -2.3181 -0.3426

Net charge = +1
HOMO = -0.484 hartree

Here are the natural (NBO) charges for atoms 1 to 4, given in e:
1. C -0.8062
2. O -0.8819
3. C 0.1013
4. H 0.2218

=====

Which structure is the most stable? The one labeled a.

=====

a:
The following is a quantum chemistry calculation of 2 unconnected molecules or ions with the total composition CHN3O2, from the OMol25 dataset.

Positions of all 7 atoms, in Å:
N1 1.6491 0.8778 -0.0945
C1 -1.2260 -0.9541 -0.3222
N2 0.8029 0.5352 -0.7431
H1 -1.1463 0.2674 1.2167
O1 -0.8543 -1.6326 -1.1575
O2 2.5367 1.2002 0.5373
N3 -1.7622 -0.2939 0.5633

HOMO = -0.401 hartree

Here are the natural (NBO) charges for atoms 1 to 4, given in e:
1. N 0.4434
2. C 0.8709
3. N -0.1279
4. H 0.4137

=====

b:
The following is a quantum chemistry calculation of a single CHN3O2 molecule, from the OMol25 dataset.

Positions of all 7 atoms, in Å:
N1 -1.5381 -0.5070 -0.4226
C1 0.7204 -0.4661 -0.0418
O1 -0.2670 -1.2812 -0.4826
H1 0.4177 1.5885 0.5695
O2 1.9026 -0.6466 0.0575
N2 -1.2653 0.6123 0.0233
N3 0.0298 0.7001 0.2967

HOMO = -0.407 hartree

Here are the natural (NBO) charges for atoms 1 to 4, given in e:
1. N 0.1147
2. C 0.8289
3. O -0.3620
4. H 0.4302

=====

c:
The following is a quantum chemistry calculation of a molecular structure, CHN3O2, from the OMol25 dataset.

Positions of all 7 atoms, in Å:
H1 2.0303 0.7374 0.4471
N1 -0.3146 1.0040 -0.0768
O1 -0.3773 -1.2029 0.0378
N2 -1.5322 0.5494 -0.0219
N3 -1.7458 -0.6444 -0.1308
O2 1.5822 -0.2370 -0.1481
C1 0.3574 -0.2065 -0.1074

HOMO = -0.389 hartree

Here are the natural (NBO) charges for atoms 1 to 4, given in e:
1. H 0.5454
2. N -0.4114
3. O -0.3399
4. N -0.0117

=====

Which structure is the most stable? The one labeled b.